# 1
This record from the Open Molecules 2025 dataset describes a gas-phase ion, C7H7Cl2N2 (charge +1). The level of theory is the ωB97M-V functional and the def2-TZVPD basis.

Structure (XYZ):
```
18
Properties=species:S:1:pos:R:3:forces:R:3
C -0.85037 2.47380 -0.08539 -2.08 2.17 0.40
C 0.42718 1.83542 -0.16026 0.16 -0.55 -0.40
C -2.06207 1.84198 0.08948 3.02 0.48 -0.86
C 0.64678 0.53906 -0.24433 -5.19 -1.94 2.03
C -2.23388 0.44255 0.21829 -2.94 -0.74 -0.78
C -1.34669 -0.51794 0.21008 3.32 2.06 -0.25
C 1.82852 -1.44488 0.47849 -0.50 -0.94 -3.65
N 2.38186 -2.59546 0.04789 -1.01 0.67 -1.53
N 1.36122 -0.57594 -0.48284 2.02 -0.73 2.28
Cl -4.05414 0.06404 0.02027 1.56 -0.16 0.64
Cl -1.38940 -2.14141 0.57979 0.21 -0.03 -0.32
H -0.84719 3.65520 -0.20978 0.00 -2.84 0.31
H 1.22854 2.51453 -0.25072 1.22 0.60 -0.27
H -2.97820 2.33270 -0.02855 -0.91 1.21 0.18
H 1.67498 -1.28791 1.53757 0.20 0.45 -0.07
H 2.59566 -3.32982 0.68060 0.23 -0.33 0.84
H 2.28437 -2.96800 -0.94960 0.25 1.22 1.85
H 1.33282 -0.83793 -1.45100 0.45 -0.62 -0.42
```
Positions in Å, forces in eV/Å.

Lowest unoccupied orbital energy (spin up / spin down), eV: -4.965 / -4.965
Relative energy (zero: lowest compared OMol25 entry of this formula, charge and spin), kJ/mol: 190.0
2S+1: 1
Total charge: +1

Löwdin population analysis, charges in e, atoms 1 to 5: -0.06, -0.06, -0.12, -0.01, -0.63

# 2
This record from the Open Molecules 2025 dataset describes a molecular structure, C4H17MnNP. The level of theory is the ωB97M-V functional and the def2-TZVPD basis.

Structure (XYZ):
```
24
Properties=species:S:1:pos:R:3:forces:R:3
C -2.08042 0.01281 0.45555 0.19 -0.34 0.15
Mn -0.33062 -1.11562 0.57491 -1.52 -1.28 -0.72
N 0.97978 -0.50735 -1.03773 0.99 0.55 -0.89
H -0.25973 1.70138 0.47696 0.13 -0.02 0.38
H 1.19264 0.49107 -1.01568 0.06 0.03 -0.34
H 0.92031 -2.15357 0.76996 0.58 -0.73 0.45
H -2.25218 0.18268 -0.61868 -0.23 0.18 0.25
H -2.10427 0.94041 1.03464 -0.46 0.05 -0.10
H -2.79982 -0.71857 0.85581 -0.17 0.39 -0.16
H 1.85501 -0.99405 -0.84171 -0.18 0.00 0.04
H 0.73699 -0.74019 -2.00246 -0.15 0.13 0.29
C 1.97480 2.87108 0.94873 0.02 0.09 0.20
P 0.57406 1.93420 1.59629 0.46 0.40 0.05
C 1.11123 0.39925 2.36460 0.43 0.20 0.46
C -0.31437 2.92524 2.80866 -0.26 0.15 0.26
H 2.29466 2.46381 -0.02344 -0.01 -0.08 -0.04
H 2.81084 2.81327 1.65884 -0.10 0.08 -0.10
H 1.68528 3.92382 0.81162 0.00 -0.19 0.01
H 2.14442 0.18727 2.05315 -0.36 -0.01 0.27
H 1.02579 0.52558 3.45512 0.33 0.08 -0.33
H 0.46582 -0.50453 2.14726 0.25 0.62 0.32
H 0.39908 3.39033 3.50580 -0.31 -0.22 -0.37
H -0.89122 3.71290 2.30217 0.21 -0.15 0.05
H -1.00601 2.28249 3.37207 0.10 0.05 -0.13
```
Positions in Å, forces in eV/Å.

Lowest unoccupied orbital energy (spin up / spin down), eV: 3.294 / 3.296
Relative energy (zero: lowest compared OMol25 entry of this formula, charge and spin), kJ/mol: 179.7
2S+1: 6
<S²>: 8.956
Total charge: -1

Löwdin population analysis, charges in e, atoms 1 to 5: -0.37, 0.14, -0.08, -0.01, -0.01

The following E values (in Ha) correspond, in order, to the records above: -1300.4062, -1709.4530.